78
Properties=species:S:1:pos:R:3 method="wB97M-V/def2-TZVPD" s_squared=6.114 lumo_energy_ha="-0.2770 / -0.3886" mol_weight_g_mol=806.93 charge=+3 spin_multiplicity=5
Ir -1.552 1.598 -1.549
C -3.323 1.816 1.488
C -3.754 1.000 0.252
C -5.223 0.734 0.319
C -6.101 1.341 -0.511
C -5.659 2.225 -1.528
C -4.290 2.381 -1.728
N -3.407 1.756 -0.956
C -3.639 3.255 -2.730
C -4.280 4.154 -3.566
C -3.506 5.041 -4.304
C -2.131 5.079 -4.121
C -1.545 4.160 -3.261
N -2.290 3.218 -2.674
C -0.164 4.236 -2.741
C 0.850 4.960 -3.344
C 2.046 5.109 -2.654
C 2.169 4.559 -1.393
C 1.113 3.821 -0.855
C 1.181 3.264 0.532
N -0.013 3.643 -1.545
H -3.576 1.273 2.399
H -3.841 2.773 1.504
H -2.247 1.994 1.468
H -5.578 0.103 1.124
H -7.162 1.171 -0.391
H -6.371 2.741 -2.153
H -5.358 4.187 -3.624
H -3.982 5.748 -4.969
H -1.537 5.842 -4.602
H 0.713 5.404 -4.320
H 2.861 5.672 -3.089
H 3.068 4.705 -0.811
H 2.209 3.085 0.840
H 0.610 2.341 0.608
H 0.744 3.982 1.231
C 5.218 -8.008 5.657
O 5.644 -7.090 4.624
C 4.823 -6.267 4.053
C 5.391 -5.427 3.047
C 4.612 -4.530 2.391
C 3.231 -4.417 2.699
C 2.672 -5.253 3.698
C 3.438 -6.160 4.366
C 2.454 -3.447 1.973
N 2.957 -2.678 1.023
C 1.937 -1.910 0.586
C 0.760 -2.213 1.289
N 1.113 -3.193 2.165
C -0.480 -1.573 1.044
C -1.711 -1.775 1.772
C -2.835 -1.157 1.388
C -2.883 -0.304 0.161
N -1.552 0.093 -0.304
C -0.461 -0.609 0.034
C 0.740 -0.247 -0.680
N 0.629 0.751 -1.591
C 1.699 1.085 -2.292
C 2.940 0.466 -2.122
C 3.077 -0.526 -1.179
C 1.954 -0.902 -0.430
H 6.112 -8.559 5.925
H 4.463 -8.683 5.258
H 4.846 -7.451 6.515
H 6.446 -5.538 2.838
H 5.023 -3.888 1.627
H 1.621 -5.186 3.946
H 3.002 -6.793 5.125
H 0.506 -3.642 2.831
H -1.724 -2.428 2.635
H -3.763 -1.326 1.918
H -3.342 -0.898 -0.647
H 1.574 1.880 -3.017
H 3.778 0.778 -2.729
H 4.025 -1.019 -1.011
N -1.675 -0.152 -4.341
C -1.578 0.494 -3.391
H -1.714 -0.674 -5.198

=====

47
Properties=species:S:1:pos:R:3 method="wB97M-V/def2-TZVPD" lumo_energy_ha=-0.1120 mol_weight_g_mol=514.26 charge=+1
Y 0.228 -0.439 0.633
O -1.528 -1.742 -3.187
C -0.896 -1.753 -2.050
O 0.114 -1.098 -1.808
C -1.505 -2.599 -0.978
C -2.351 -3.681 -1.164
C -2.848 -4.324 -0.033
C -2.504 -3.861 1.228
C -1.651 -2.761 1.321
N -1.169 -2.162 0.239
C -1.214 -2.078 2.648
O -1.631 -2.503 3.696
O -0.429 -1.082 2.455
H -1.240 -1.002 -3.754
H -2.606 -4.003 -2.160
H -3.511 -5.168 -0.150
H -2.878 -4.314 2.133
C 6.102 -0.078 -0.136
N 4.727 -0.372 0.179
C 4.247 -1.726 0.349
C 2.764 -1.491 0.534
O 1.861 -2.303 0.675
N 2.523 -0.152 0.477
C 3.695 0.474 0.251
N 3.768 1.790 0.110
H 6.743 -0.809 0.356
H 6.378 0.909 0.230
H 6.275 -0.129 -1.215
H 4.702 -2.205 1.222
H 4.433 -2.353 -0.528
H 2.933 2.329 0.274
H 4.629 2.257 -0.121
O -2.219 0.806 -2.285
C -2.004 1.402 -1.253
N -1.082 0.987 -0.303
C -0.967 1.920 0.676
O -0.058 1.803 1.518
C -1.964 2.981 0.459
C -2.324 4.090 1.195
C -3.316 4.915 0.670
C -3.910 4.641 -0.552
C -3.555 3.512 -1.289
C -2.590 2.682 -0.762
H -1.858 4.301 2.144
H -3.625 5.787 1.227
H -4.667 5.309 -0.934
H -4.022 3.296 -2.236

=====

90
Properties=species:S:1:pos:R:3 method="wB97M-V/def2-TZVPD" lumo_energy_ha="-0.0097 / -0.0097" mol_weight_g_mol=686.70 charge=0
C -2.185 -0.165 -5.343
C -1.579 -1.253 -4.461
H -1.441 0.527 -5.757
H -2.894 0.442 -4.770
H -2.725 -0.635 -6.178
C -0.395 -1.864 -4.852
C 0.347 -1.636 -6.134
H 0.018 -2.673 -4.249
H 0.787 -0.626 -6.223
H -0.258 -1.799 -7.046
H 1.175 -2.363 -6.195
Y 2.466 0.496 1.117
Cl 4.124 2.411 1.084
C 0.774 -1.680 2.676
O 1.847 -0.975 2.722
N 0.644 -2.814 3.336
C 1.742 -3.313 4.154
C -0.519 -3.663 3.066
H -0.077 -1.378 2.049
H 2.061 -2.570 4.893
H 2.606 -3.609 3.545
H 1.368 -4.198 4.667
H -1.356 -3.023 2.751
H -0.765 -4.216 3.981
H -0.294 -4.380 2.259
H 1.998 4.238 4.934
H -0.433 4.352 5.190
C 1.978 3.482 4.141
C -0.297 4.503 4.111
N 0.627 3.508 3.576
H 2.211 2.491 4.571
C 0.268 2.719 2.570
O 1.034 1.904 2.012
H -1.264 4.394 3.602
H -0.788 2.827 2.256
H 2.741 3.710 3.376
H 0.094 5.518 3.944
H 1.684 -0.218 -3.032
H 2.240 -2.831 -3.459
C 2.782 -0.113 -3.028
C 3.291 -2.547 -3.320
N 3.371 -1.346 -2.488
H 3.059 0.745 -2.403
C 3.760 -1.434 -1.213
O 3.797 -0.443 -0.431
H 3.821 -3.364 -2.820
H 4.010 -2.450 -0.843
H 3.136 0.016 -4.062
H 3.750 -2.349 -4.298
O -2.491 1.801 -1.765
C -2.363 -1.680 -3.364
C -0.623 -2.606 -1.871
C -1.970 -2.576 -2.310
H 0.061 -1.908 -2.348
C -0.187 -3.434 -0.854
H -3.372 -1.255 -3.342
C -2.866 -3.432 -1.588
H 0.833 -3.351 -0.488
C -1.038 -4.400 -0.303
C -2.393 -4.391 -0.703
H -3.942 -3.372 -1.781
H -0.654 -5.182 0.371
H -3.046 -5.164 -0.308
Si -1.988 3.295 -2.052
Cl 0.785 -0.485 -0.278
C -0.072 3.289 -2.147
C -2.537 4.360 -0.596
C -2.459 3.604 -3.842
H 0.366 2.303 -1.947
H 0.404 4.010 -1.483
H 0.269 3.549 -3.162
H -1.849 2.928 -4.458
H -2.266 4.622 -4.208
H -3.511 3.370 -4.030
H -2.841 3.832 0.333
H -3.376 5.006 -0.871
H -1.680 4.990 -0.311
C -4.526 -0.423 -0.951
Si -3.630 1.222 -0.677
C -5.160 2.337 -0.899
C -2.633 0.709 0.837
H -4.733 -0.692 -1.990
H -5.503 -0.331 -0.453
H -4.033 -1.282 -0.478
H -6.060 1.696 -0.869
H -5.271 3.126 -0.141
H -5.144 2.823 -1.889
H -3.188 0.938 1.757
H -1.618 1.115 0.890
H -2.523 -0.387 0.761

=====

52
Properties=species:S:1:pos:R:3 method="wB97M-V/def2-TZVPD" lumo_energy_ha=-0.0878 mol_weight_g_mol=400.32 charge=+1
Cs 19.545 -4.236 26.194
C 15.549 -3.759 25.765
C 16.222 -2.413 25.543
C 15.195 -1.312 25.686
O 15.884 -0.080 25.626
C 15.105 1.040 26.031
N 17.311 -2.274 26.560
H 14.806 -3.991 25.001
H 15.002 -3.792 26.716
H 16.264 -4.584 25.844
H 16.701 -2.450 24.562
H 14.653 -1.416 26.632
H 14.505 -1.377 24.830
H 14.503 1.433 25.212
H 15.799 1.797 26.394
H 14.467 0.780 26.883
H 17.314 -1.306 26.877
H 16.977 -2.803 27.366
C 21.994 -7.729 23.331
C 20.986 -6.833 24.012
C 19.751 -6.607 23.185
O 19.162 -5.354 23.591
C 17.851 -5.258 23.080
N 20.653 -7.336 25.368
H 22.848 -7.916 23.982
H 22.389 -7.271 22.419
H 21.554 -8.687 23.047
H 21.397 -5.829 24.154
H 19.086 -7.471 23.107
H 20.081 -6.429 22.150
H 17.113 -5.608 23.813
H 17.688 -5.874 22.192
H 17.561 -4.242 22.804
H 21.513 -7.327 25.913
H 20.464 -8.335 25.293
C 22.054 -1.754 22.254
C 22.510 -2.069 23.685
C 23.615 -1.139 24.106
O 23.984 -1.407 25.441
C 24.755 -0.378 25.993
N 21.373 -1.958 24.655
H 21.609 -2.622 21.771
H 22.873 -1.398 21.620
H 21.336 -0.929 22.250
H 22.797 -3.121 23.727
H 23.267 -0.099 23.998
H 24.489 -1.263 23.452
H 25.118 -0.707 26.965
H 24.177 0.549 26.110
H 25.636 -0.132 25.381
H 20.572 -2.326 24.142
H 21.136 -0.987 24.840

=====

12
Properties=species:S:1:pos:R:3 method="wB97M-V/def2-TZVPD" lumo_energy_ha=0.0185 mol_weight_g_mol=103.08 charge=0
N -3.017 -0.207 0.175
N -1.678 -0.326 -0.224
C -1.011 0.675 0.060
O 0.413 0.503 -0.222
C 0.932 -0.649 0.101
N 2.167 -0.802 0.154
O 2.495 0.526 -0.098
H -3.661 0.867 0.331
H -3.651 -0.748 -0.649
H -1.263 1.639 0.783
H -0.115 -1.325 0.110
H 3.597 0.524 0.290

=====

20
Properties=species:S:1:pos:R:3 method="wB97M-V/def2-TZVPD" s_squared=2.004 lumo_energy_ha="0.1133 / 0.0153" mol_weight_g_mol=364.96 charge=-1 spin_multiplicity=3
Pd -0.106 0.654 0.074
O -1.915 -0.904 1.054
Cl -0.725 -1.756 1.087
O -1.016 -3.063 1.552
O 0.266 -1.079 1.913
O -0.196 -1.776 -0.288
N 1.945 0.182 -2.394
C 2.560 0.263 -1.188
O 1.937 0.812 -0.212
C 3.867 -0.225 -1.037
C 4.531 -0.781 -2.157
N 5.073 -1.235 -3.071
C 4.533 -0.136 0.211
N 5.090 -0.077 1.219
H 1.008 0.531 -2.495
H 2.325 -0.412 -3.111
F -2.439 1.914 -1.126
C -1.095 2.120 -1.000
F -0.598 2.176 -2.289
H -0.951 3.116 -0.563